{"formula": "C7H14", "method": "ωB97M-V with the def2-TZVPD basis set", "elements": ["C", "C", "C", "C", "C", "C", "C", "H", "H", "H", "H", "H", "H", "H", "H", "H", "H", "H", "H", "H", "H"], "positions_angstrom": [[-0.704, 2.504, -0.762], [-0.808, 1.018, -1.091], [0.487, 0.222, -0.818], [0.172, -1.224, -0.386], [1.390, -1.983, 0.169], [-0.924, -1.199, 0.652], [-0.514, -0.508, 1.901], [-0.438, 2.647, 0.293], [0.057, 3.004, -1.370], [-1.662, 3.010, -0.929], [-1.114, 0.883, -2.135], [1.133, 0.218, -1.707], [1.066, 0.716, -0.029], [-0.189, -1.772, -1.267], [1.873, -1.434, 0.984], [1.090, -2.965, 0.554], [2.133, -2.147, -0.617], [-1.629, 0.592, -0.497], [-1.336, 0.084, 2.324], [0.427, 0.065, 1.945], [-0.425, -1.367, 2.590]], "de_lowest_kcal_mol": 87.30, "orbital_gap_ev": 8.26}

---

{"formula": "C34H56CuN3OP2", "method": "ωB97M-V with the def2-TZVPD basis set", "elements": ["C", "C", "C", "C", "C", "H", "H", "H", "N", "P", "P", "C", "H", "H", "C", "O", "C", "H", "C", "C", "C", "C", "C", "H", "H", "H", "C", "H", "H", "H", "C", "H", "H", "H", "C", "H", "H", "H", "C", "H", "H", "H", "C", "H", "H", "H", "C", "H", "H", "H", "C", "H", "H", "H", "C", "H", "H", "H", "C", "H", "H", "H", "C", "H", "H", "H", "C", "H", "H", "H", "Cu", "N", "C", "C", "C", "C", "C", "H", "H", "H", "H", "H", "H", "H", "H", "H", "C", "C", "C", "N", "C", "C", "H", "H", "H", "H", "H"], "positions_angstrom": [[-1.098, 0.784, 2.304], [-1.770, 1.476, 0.168], [-2.099, 1.558, 2.875], [-2.609, 2.487, 0.721], [-2.826, 2.467, 2.093], [-2.266, 1.463, 3.956], [-3.170, 3.124, 0.029], [-3.537, 3.168, 2.561], [-0.974, 0.704, 0.972], [1.460, -0.375, 2.308], [-1.148, -0.326, -1.873], [-0.132, -0.008, 3.169], [0.055, 0.506, 4.121], [-0.603, -0.969, 3.427], [1.362, -1.879, -0.401], [2.145, -2.647, -0.776], [-1.893, 1.134, -1.193], [-2.154, 1.937, -1.863], [-0.258, -0.154, -3.687], [-2.985, -0.900, -2.120], [2.550, 1.164, 2.687], [2.061, -1.915, 3.258], [1.261, -0.392, -3.557], [1.484, -1.419, -3.254], [1.724, -0.234, -4.544], [1.719, 0.296, -2.844], [-0.774, -1.199, -4.680], [-0.675, -2.212, -4.264], [-1.809, -1.028, -5.003], [-0.149, -1.167, -5.591], [-0.493, 1.268, -4.165], [-0.091, 1.398, -5.185], [-1.554, 1.561, -4.179], [0.075, 1.968, -3.538], [-3.035, -2.326, -2.647], [-2.360, -2.969, -2.069], [-4.068, -2.696, -2.522], [-2.782, -2.396, -3.714], [-3.686, -0.847, -0.751], [-3.046, -1.291, 0.018], [-3.914, 0.185, -0.455], [-4.633, -1.402, -0.776], [-3.684, 0.064, -3.107], [-3.596, 1.120, -2.804], [-3.315, -0.023, -4.145], [-4.771, -0.149, -3.110], [3.504, -2.231, 2.834], [3.814, -3.182, 3.297], [3.570, -2.363, 1.745], [4.227, -1.463, 3.139], [1.190, -3.118, 2.868], [0.137, -2.988, 3.154], [1.236, -3.325, 1.793], [1.562, -4.014, 3.397], [1.935, -1.742, 4.784], [0.908, -1.490, 5.074], [2.184, -2.696, 5.267], [2.612, -0.987, 5.189], [1.716, 2.434, 2.486], [0.917, 2.529, 3.237], [2.373, 3.315, 2.595], [1.287, 2.466, 1.475], [3.707, 1.156, 1.676], [3.342, 1.329, 0.652], [4.417, 1.959, 1.939], [4.266, 0.208, 1.695], [3.101, 1.178, 4.126], [2.300, 1.114, 4.874], [3.850, 0.396, 4.300], [3.606, 2.141, 4.286], [0.454, -0.393, 0.120], [1.483, 1.489, -0.880], [1.586, 2.582, -1.324], [1.156, 3.937, -1.720], [-0.306, 4.137, -2.192], [1.250, 4.653, -0.372], [2.168, 4.259, -2.828], [-0.605, 3.569, -3.083], [-1.029, 3.955, -1.380], [-0.425, 5.194, -2.464], [2.159, 4.375, 0.194], [1.187, 5.734, -0.505], [0.373, 4.361, 0.239], [1.812, 5.070, -3.473], [3.113, 4.554, -2.367], [2.367, 3.355, -3.440], [-2.025, -5.610, 0.655], [-2.321, -4.423, 1.332], [-1.652, -3.245, 0.939], [-0.785, -3.213, -0.074], [-0.522, -4.349, -0.736], [-1.109, -5.566, -0.396], [-2.506, -6.543, 0.947], [-3.038, -4.358, 2.146], [-1.841, -2.312, 1.476], [0.184, -4.288, -1.570], [-0.831, -6.459, -0.970]], "s2": 0.763, "multiplicity": 2, "charge": 1, "orbital_gap_ev": [6.65, 4.44]}